(1)
A cluster of 14 separate species, C59H58Cl5NO39 in total. Source: the OMol25 dataset; level of theory: the ωB97M-V functional and the def2-TZVPD basis.

## Properties
Energy above the lowest of the compared OMol25 structures with the same formula, charge and spin   228.6 kcal per mole
Calculated total energy   -7572.32469 Eh
LUMO energy   -5.4187 eV
HOMO   -8.024 eV
Frontier orbital gap   0.096 Eh
Multiplicity   1

Each line ends with the Löwdin charge.
Geometry (Å):
Cl 0.33065 5.58637 0.55881  0.59
Cl -3.77946 -6.60098 0.01799  0.46
Cl -5.79951 -4.63826 -0.58594  0.51
Cl -2.38604 -3.95106 4.71584  0.48
Cl -5.15034 -4.42474 5.52940  0.55
O 8.19944 -3.63518 8.59533  0.10
O 8.29030 -3.14147 3.10142  0.08
O 5.89433 -3.03864 -8.55951  0.15
O -5.50719 7.71965 0.06330  0.12
O 5.82325 6.05682 -0.79946  -0.06
O -7.79001 2.77401 4.28835  0.07
O 5.52609 4.74697 -10.92755  0.11
O -0.93922 7.34455 -5.65025  0.10
O -10.21944 6.22778 -2.25612  0.10
O -0.15192 4.55043 -5.88804  0.11
O -5.85823 5.16940 -0.78069  0.10
O 2.70994 0.56196 -8.93172  0.10
O -9.86501 8.87340 -1.39134  0.09
O -11.87076 3.17244 1.85163  0.09
O 1.55305 0.22276 8.84102  0.12
O 2.81435 -8.74545 5.57095  0.07
O 6.53028 -1.92860 7.26879  0.15
O -4.60246 3.31259 -5.53020  0.13
O 1.37066 -5.50999 9.78804  0.09
O -5.34503 6.12816 -5.39802  0.10
O 4.82874 1.78823 -7.41951  0.11
O 0.27175 6.92493 0.06079  -0.37
O -0.85557 5.16449 1.20380  -0.39
O 1.23092 -8.30184 10.00702  0.09
O 0.53815 0.03240 1.10361  0.17
O 1.27854 -7.13526 1.62373  -0.05
O -11.24507 0.77384 0.47286  0.09
O 2.22209 1.50139 6.57229  0.14
O 3.97365 -4.67081 -9.44978  0.10
O -2.99284 0.94338 7.79700  0.10
O 1.36879 5.59965 1.56227  -0.40
O 0.60692 4.67860 -0.56173  -0.43
O -7.02418 0.67126 2.54807  0.11
O 3.15710 4.08054 -12.00230  0.10
O 9.89877 -5.15126 4.49145  0.11
O 3.21966 -5.86377 5.33978  0.08
O -2.30991 2.63925 5.78737  0.11
O 4.21764 -7.19830 -5.41941  0.09
O 5.70432 -4.89122 -4.24340  0.07
N 1.04134 -0.13379 -0.19381  0.15
C -0.42931 -2.04218 -0.98596  0.00
C -4.08554 5.72048 -5.54230  -0.24
C 1.65421 -7.72452 8.83427  -0.21
C 4.55246 -4.90537 -8.25924  -0.23
C 7.26286 -2.62422 6.64507  -0.37
C 7.36885 -2.56610 5.22157  0.07
C 0.61741 0.78278 8.08725  -0.30
C -3.84151 4.24461 -5.59244  -0.32
C -1.69940 6.35981 -5.67621  -0.28
C -9.12300 0.72724 1.49288  0.09
C 1.06958 1.49274 6.90621  -0.34
C -6.60228 7.37489 -0.37846  -0.30
C -10.33103 1.35742 1.28124  -0.21
C 9.12715 -4.38089 5.04109  -0.32
C 5.27462 3.10952 -9.23908  0.05
C 5.41542 -5.00563 -5.60048  -0.15
C -0.63421 0.58473 8.39505  0.08
C -3.12127 6.64452 -5.45367  0.07
C 3.31967 0.38534 0.59479  -0.01
C -6.91844 5.99142 -0.88293  -0.22
C -0.01423 2.25474 6.23966  0.09
C 2.67626 -2.13730 0.08732  0.02
C -1.33492 2.00214 6.46210  -0.23
C 2.91226 -0.35410 -1.83493  -0.12
C -2.39922 4.00642 -5.76549  0.06
C 1.96328 -0.97279 -2.87275  -0.18
C 3.57826 3.32796 -10.95942  -0.19
C 5.87692 -4.01282 -6.44815  0.06
C -3.85190 -3.30466 5.47425  -1.09
C 4.53005 2.14640 -8.68700  -0.22
C 9.01802 -4.44971 6.51197  0.07
C 1.71165 -6.17004 8.78653  -0.29
C -1.31320 0.28026 -1.00796  0.00
C -10.81997 2.52404 2.06593  -0.30
C 8.25208 -3.30202 4.46562  -0.17
C 4.07044 -5.87825 -7.44506  0.08
C -1.42734 4.90240 -5.81353  -0.26
C 3.32613 1.59110 -9.27982  -0.32
C -8.88749 7.93447 -1.22675  -0.19
C 2.63375 -6.43439 6.45733  -0.16
C 2.52263 -0.62946 -0.33164  -0.36
C 8.21294 -3.64246 7.24629  -0.21
C -9.84853 3.01627 3.05302  0.08
C -8.59928 2.43295 3.21076  -0.16
C 5.48907 -3.86243 -7.78507  -0.38
C 0.58491 -0.35333 -2.62530  -0.11
C 4.53217 -6.17807 -6.04914  -0.28
C 4.89620 3.81062 -10.42546  -0.31
C -5.41825 -6.02288 0.42076  -1.02
C -9.18136 6.54708 -1.68850  -0.32
C -8.11035 1.22283 2.47579  -0.32
C -8.09154 5.60354 -1.43335  0.06
C 2.85836 2.30979 -10.41211  0.06
C 2.00653 -8.46781 7.80357  0.04
C -1.78687 1.17792 7.60273  -0.27
C 2.47827 -7.94005 6.50123  -0.25
C -7.72546 8.32243 -0.58147  0.09
C -0.02606 -0.60247 -1.17028  -0.43
C 2.26273 -5.66900 7.55393  0.07
H -1.94385 3.09496 5.02585  0.12
H -0.03238 -0.78132 -3.41516  0.13
H 4.39714 0.27030 0.71282  0.10
H -0.47292 -2.26851 0.07939  0.10
H 3.09011 1.42148 0.34615  0.10
H -6.11166 -6.83647 0.20782  0.03
H 5.34733 2.53610 -7.11396  0.11
H 3.03763 0.18042 1.62754  0.08
H 3.91526 -0.69979 -2.08512  0.13
H 1.97212 -2.45149 0.85776  0.09
H 6.42410 6.47290 -0.18132  0.03
H -3.42728 7.67661 -5.36675  0.14
H 0.89004 -7.56271 10.51602  0.10
H -12.00158 1.35162 0.34850  0.11
H -0.88532 -0.01213 9.25940  0.14
H -7.50890 9.34950 -0.32725  0.13
H 7.49990 -3.11164 8.99302  0.11
H -5.13314 5.62235 -0.34403  0.11
H -8.77935 -0.15057 0.96586  0.12
H 6.50785 -3.27070 -5.98170  0.14
H 3.96901 -3.72477 -9.61282  0.12
H 2.98742 -6.35403 4.54775  0.11
H -8.10989 4.54706 -1.65679  0.13
H 4.97427 6.07443 -0.35770  0.03
H 0.25932 2.95134 5.46101  0.13
H -1.99021 3.00733 -5.79594  0.13
H 0.44689 5.28070 -6.06048  0.12
H 9.69510 -5.09357 7.05363  0.13
H -1.77754 0.28648 -0.02183  0.09
H -1.00862 1.30455 -1.22277  0.10
H 1.94658 -9.53887 7.92862  0.14
H 3.73284 -2.16115 0.35412  0.10
H 2.33713 -0.84459 -3.88858  0.12
H 1.90705 2.12275 -10.88798  0.14
H 8.86942 -3.80445 2.71842  0.11
H 0.28232 -2.66176 -1.53167  0.08
H -4.21607 -2.44992 4.90425  0.03
H -2.11378 -0.04062 -1.67445  0.10
H 0.36210 -6.90662 1.77898  0.03
H 1.92921 -2.06135 -2.82831  0.10
H 6.09439 3.48815 -8.64662  0.14
H 1.30869 -7.39364 0.70256  0.03
H 2.35010 0.20268 8.30632  0.11
H -5.95421 5.39120 -5.48405  0.11
H -10.62302 8.45671 -1.80775  0.10
H 2.97912 0.71474 -2.03794  0.13
H -1.36081 -2.16131 -1.53932  0.11
H -5.40007 -5.75827 1.47799  0.03
H 6.81182 -1.80920 4.68939  0.13
H 2.48672 -4.61711 7.65274  0.13
H -10.18382 3.77671 3.74275  0.13
H -6.91233 2.38528 4.27515  0.11
H 0.55852 0.71514 -2.83925  0.13
H 3.70646 4.84713 -12.18159  0.11
H -3.60007 -2.91379 6.46010  0.03
H 5.28225 -5.61182 -3.76991  0.10
H 2.58930 -2.83876 -0.74244  0.08
H 3.25765 -6.47817 -7.82698  0.13

Forces on atoms 1 to 3 (eV/Å):
Cl 1.78 0.54 -0.35
Cl 0.01 -0.17 0.11
Cl -0.29 0.22 0.07

(2)
The molecule Br2OS. Source: the OMol25 dataset; level of theory: the ωB97M-V functional and the def2-TZVPD basis.

## Properties
Calculated total energy   -5621.33712 Eh
LUMO energy (spin up / spin down)   -1.2436 / -4.4668 eV
HOMO (spin up / spin down)   -8.146 / -10.746 eV
Frontier orbital gap (spin up / spin down)   0.254 / 0.231 Eh
Multiplicity   3

Each line ends with the Löwdin spin population.
Geometry (Å):
Br 2.10523 -0.29820 -0.10497  0.79
Br -1.33425 -1.52106 -0.12153  0.20
S -0.15041 0.38542 0.51630  0.62
O -0.62058 1.43385 -0.28979  0.39

Forces on atoms 1 to 3 (eV/Å):
Br 2.46 -0.38 -0.28
Br 0.22 0.77 0.73
S -1.37 -4.04 1.44

(3)
A cluster of 7 separate species, C56H100FNO14 in total. Source: the OMol25 dataset; level of theory: the ωB97M-V functional and the def2-TZVPD basis.

## Properties
Calculated total energy   -3401.80050 Eh
LUMO energy   0.2530 eV
HOMO   -9.182 eV
Frontier orbital gap   0.347 Eh
SMILES   CCCCCCCCCCCCCCCCCCc1cc(CC(C)C)c2c(c1)C(=O)N([C@@H](C)F)C2=O.CCOC(C)=O.CCOC(C)=O.CCOC(C)=O.CCOC(C)=O.CCOC(C)=O.CCOC(C)=O
Multiplicity   1

Each line ends with the Löwdin charge.
Geometry (Å):
F -5.87133 -0.72828 1.15791  0.00
O -5.75467 -2.62586 3.27905  0.13
O -6.47354 4.58673 -0.57775  0.09
O 6.16803 -5.22585 1.97748  0.10
O -7.40970 5.21451 1.31417  0.00
O 2.18604 -3.94945 -3.55844  0.09
O 5.07005 -1.08665 -7.17870  0.09
O 3.91126 -2.59120 -3.63473  -0.01
O -7.57099 -2.65362 -3.79801  0.00
O -3.93887 1.44356 4.35029  0.13
O -7.99931 8.68993 -0.63607  0.00
O 7.80765 -5.05579 3.43135  0.00
O -8.85536 8.77070 1.38127  0.10
O 3.27868 -0.54668 -8.32493  0.00
O -8.09301 -1.68092 -5.69958  0.10
N -5.08538 -0.36355 3.33928  0.10
C 4.32072 3.29117 1.62090  -0.21
C -6.78616 -2.00587 -1.58260  -0.07
C 2.61008 0.22411 -9.32996  -0.23
C 5.00759 0.51703 0.29520  -0.20
C -3.40947 -1.91665 3.64072  -0.04
C -1.53505 -0.48886 4.14563  0.03
C -5.83928 9.01450 -1.71136  -0.06
C -7.34304 -1.74620 -4.76481  -0.53
C -8.83964 4.64113 -0.60221  0.01
C 1.68935 4.96759 3.66830  -0.11
C 2.53725 -0.52113 -10.64604  -0.06
C 4.22046 0.70350 1.60379  -0.21
C 2.75854 -3.06147 -4.13296  -0.53
C -8.13118 9.27593 0.56708  -0.52
C -1.25798 -2.81842 3.89534  0.03
C -1.80536 -4.29587 1.15111  -0.06
C -7.32739 9.29357 -1.74590  -0.23
C 5.49663 0.02290 -9.23000  0.02
C -1.35322 -6.17808 2.80718  -0.07
C 5.77099 -2.83502 -0.20936  -0.18
C 2.16615 -2.39741 -5.35337  0.02
C 2.48403 5.76843 2.61571  -0.26
C -3.99607 0.32262 3.89388  -0.34
C 7.25607 -5.59203 2.32601  -0.51
C 4.35970 -0.24793 -4.12147  -0.06
C 4.77316 -1.68683 -4.34288  -0.23
C -7.48174 4.83656 0.03016  -0.54
C 6.25602 -0.37532 0.40471  -0.19
C 0.80185 -1.43699 4.37375  -0.13
C 2.83829 3.56970 1.29422  -0.22
C 3.20569 -2.82988 0.21087  -0.17
C -9.33968 4.60623 2.67613  -0.06
C 4.55424 1.98786 2.38637  -0.21
C 2.40821 -3.44851 1.39063  -0.20
C -7.29800 10.49105 0.89374  0.02
C -2.60415 -3.02272 3.63301  -0.14
C -3.15237 -4.41462 3.35392  -0.08
C -0.68961 -1.58746 4.13316  -0.17
C -8.53041 5.72431 2.05070  -0.24
C 2.91551 -2.99147 2.75391  -0.19
C 8.99751 -5.55807 4.04367  -0.24
C 2.57543 5.07729 1.23831  -0.23
C 1.51786 -2.67497 4.93574  -0.19
C -2.84456 -0.67422 3.90315  -0.07
C -6.63382 -2.94935 -2.75652  -0.23
C -6.19946 -0.77162 -4.60217  0.01
C 8.05875 -6.56992 1.50153  0.02
C 4.47366 -3.66755 -0.08710  -0.19
C 5.98938 -1.80673 0.92838  -0.19
C 10.24066 -4.95975 3.41840  -0.06
C 4.60976 -0.55344 -8.15435  -0.50
C -5.82830 0.17964 2.21383  -0.32
C -4.89587 -1.78198 3.40581  -0.29
C -2.38821 -5.20504 2.23779  -0.40
C 2.08429 -3.65434 3.88839  -0.18
C -5.31251 1.49434 1.67784  0.00
H 0.91403 -0.63928 5.11924  0.12
H 1.59312 -3.14325 -5.90046  0.09
H 4.90435 3.38420 0.70069  0.10
H -0.62208 -3.69332 3.91496  0.10
H 6.40184 0.39817 -8.75835  0.09
H 3.36825 5.58267 0.67328  0.11
H -5.84360 -0.49906 -5.59305  0.09
H 1.30684 5.61808 4.45759  0.07
H -7.55101 10.35992 -1.80371  0.11
H -5.61417 -2.96749 -3.14464  0.11
H 8.93655 -5.25931 5.08933  0.12
H 3.35950 -0.05433 -4.51229  0.07
H 1.97121 0.05357 -11.37938  0.08
H -4.23547 1.53248 1.50963  0.10
H -9.60524 5.30961 -0.21557  0.07
H 2.51617 -4.53272 1.27110  0.12
H -9.77224 3.95131 1.91842  0.07
H -5.35266 9.42726 -2.59563  0.08
H -0.45831 -5.67301 3.17649  0.05
H 4.29900 -0.13891 2.29531  0.09
H 2.57630 -2.87334 -0.68443  0.10
H -6.36428 10.16781 1.35226  0.10
H -5.37070 9.44654 -0.82660  0.07
H -3.10820 -4.96777 4.29763  0.13
H 1.34626 -3.22801 1.22320  0.09
H 2.35641 4.23114 4.12429  0.07
H 4.33712 -0.01928 -3.05421  0.07
H 3.48443 5.99155 2.99955  0.09
H -8.70418 3.98595 3.31003  0.08
H -2.39146 -3.38191 1.01427  0.08
H 3.87111 2.01475 3.24794  0.10
H -1.15658 0.50706 4.35800  0.14
H 6.89120 -2.10485 1.47601  0.10
H -7.85070 11.09958 1.60569  0.09
H 0.83766 4.47694 3.18998  0.07
H -6.86144 -3.96592 -2.43840  0.12
H -5.34740 -1.17612 -4.06079  0.07
H 1.24906 -1.05268 3.45186  0.11
H 5.35157 1.50828 -0.02417  0.09
H -4.18112 -4.31233 3.01227  0.10
H -10.14909 5.01447 3.28180  0.08
H 9.01084 -6.64900 4.03312  0.11
H 4.65690 4.10736 2.27516  0.10
H -1.69028 -4.80936 0.19347  0.08
H 4.83057 -1.94272 -5.39703  0.08
H 4.61185 -4.47035 0.65092  0.08
H -6.10861 -2.28337 -0.77610  0.07
H 7.36502 -7.24950 1.01214  0.09
H -5.59007 2.26332 2.40587  0.09
H 1.49627 -1.59982 -5.03290  0.10
H -0.80325 -3.95227 1.43111  0.05
H 3.93724 -3.38485 2.83480  0.11
H 10.32873 -5.22847 2.36530  0.07
H 5.05239 0.85648 -9.76867  0.07
H -8.75046 4.84796 -1.66619  0.09
H 7.06626 0.10220 0.96656  0.10
H 3.53017 -0.71571 -11.05253  0.07
H 3.42044 -1.77593 0.41029  0.09
H 2.05261 -1.48755 -10.50647  0.09
H 0.83994 -3.21681 5.60613  0.11
H 1.96897 6.72658 2.48605  0.10
H -6.87446 0.29597 2.51571  0.15
H -0.99852 -6.82176 1.99052  0.08
H 6.64898 -0.48698 -0.61484  0.10
H -9.13311 6.38310 1.43027  0.09
H 1.60343 0.38940 -8.94903  0.12
H -7.80891 -2.03248 -1.20585  0.09
H -5.65732 7.93987 -1.67837  0.08
H -9.15082 3.60585 -0.46585  0.09
H -6.57664 -0.97429 -1.86739  0.07
H 2.16817 3.05017 1.98542  0.10
H 5.05934 0.42923 -4.61232  0.08
H 2.35159 -2.36529 5.57406  0.11
H -8.10644 6.34672 2.83636  0.12
H 5.82460 -2.38613 -1.20740  0.09
H 2.75660 -4.33095 4.42855  0.11
H 5.76303 -0.76732 -9.93080  0.10
H 5.18483 -1.84941 1.66249  0.07
H -6.56340 0.12232 -4.09728  0.09
H -7.08513 11.12409 0.03546  0.07
H 6.59678 -3.55436 -0.14390  0.09
H 4.36607 0.16196 -0.51788  0.10
H 3.15734 0.77495 1.33257  0.11
H 5.77006 -1.84337 -3.92905  0.12
H 1.64504 5.28839 0.69734  0.11
H 2.90763 -1.99909 -6.04254  0.05
H 4.34460 -4.16974 -1.05301  0.10
H -3.16527 -5.80662 1.75119  0.13
H 5.55909 1.94110 2.82297  0.11
H 3.06786 1.20868 -9.43363  0.11
H -5.83415 1.77611 0.76244  0.08
H 11.13478 -5.30541 3.93832  0.08
H 2.99915 -1.90540 2.83693  0.08
H 1.33294 -4.29600 3.42255  0.07
H 8.74294 -7.18260 2.08431  0.07
H 2.60827 3.15371 0.30481  0.11
H -7.76234 8.83756 -2.63418  0.12
H 8.61372 -6.02120 0.74124  0.10
H 10.20238 -3.87143 3.46982  0.08
H -1.77509 -6.85734 3.55138  0.08

Forces on atoms 1 to 3 (eV/Å):
F 0.52 -0.27 0.32
O 0.77 1.10 0.03
O 0.12 0.07 0.19

(4)
The molecule C3H3NO2. Source: the OMol25 dataset; level of theory: the ωB97M-V functional and the def2-TZVPD basis.

## Properties
Energy above the lowest of the compared OMol25 structures with the same formula, charge and spin   27.5 kcal per mole
Calculated total energy   -321.33380 Eh
LUMO energy   0.7342 eV
HOMO   -10.439 eV
Frontier orbital gap   0.411 Eh
SMILES   O=C1CN=CO1
Multiplicity   1

Each line ends with the natural charge from an NBO analysis.
Geometry (Å):
O -0.35631 -1.05589 0.83844  -0.49
O 0.67022 -1.87373 -1.01147  -0.52
N -0.23335 1.20108 0.51334  -0.42
C 0.54190 0.55054 -0.53550  -0.39
C 0.36850 -0.94502 -0.32796  0.76
C -0.80990 0.22708 1.07407  0.37
H 1.59204 0.82017 -0.59407  0.24
H -1.79828 0.23909 1.50068  0.20
H 0.01785 0.83369 -1.45532  0.25

Forces on atoms 1 to 3 (eV/Å):
O -0.52 -0.08 -0.43
O 0.10 0.37 0.48
N -0.59 -0.60 -0.14

- Among the records above, which one has the lowest calculated total energy?
  C59H58Cl5NO39